C4H3F2N | the ωB97M-V functional and the def2-TZVPD basis

Summary:
Multiplicity: 1
LUMO level (alpha / beta): -2.01 / -1.73 eV
HOMO level (alpha / beta): -9.404 / -9.399 eV
Relative energy (zero: lowest compared OMol25 entry of this formula, charge and spin): 119.15 kcal per mole
Total energy: -11115.73715 eV

Atoms and positions in Å:
C 0.41111 -1.75336 0.13340
C -0.04643 -0.52142 -0.05128
C 1.42585 0.83338 0.44255
C -1.31611 0.22847 -0.13306
N 0.96171 -2.75367 0.39032
F 0.90519 1.99173 0.00108
F 2.55175 0.59894 -0.32613
H -1.41102 0.90265 -1.06062
H -1.44120 1.06634 0.59912
H -2.04085 -0.59306 0.00464

These are the Mulliken partial charges, in e, on atoms 1 to 4:
1. C 0.45
2. C 0.08
3. C 0.25
4. C -0.95